Entry P
Density functional theory data (the ωB97M-V functional and the def2-TZVPD basis) for a 2-piece molecular cluster, C3H9NO overall.

Computed properties:
Charge: 0
Orbital gap, eV: 10.44
SMILES: C=CCN.O

```
14
C3H9NO (the ωB97M-V functional and the def2-TZVPD basis)
N 1.685 -0.737 -0.035
C 1.372 0.333 0.971
C -0.575 1.838 1.169
C -0.103 0.594 1.138
H 0.932 -0.718 -0.725
H 2.399 -0.269 -0.595
H 1.751 0.003 1.939
H 1.796 1.293 0.673
H -1.469 2.105 1.720
H 0.105 2.643 0.926
H -0.709 -0.293 1.041
H -2.465 -1.590 -1.634
H -1.970 -0.772 -2.834
O -2.038 -1.670 -2.492
```

---

Entry Q
Density functional theory data (the ωB97M-V functional and the def2-TZVPD basis) for a 2-piece molecular cluster, C3H9NO overall.

Computed properties:
Charge: 0
Orbital gap, eV: 10.06
SMILES: C=C.NCO

```
14
C3H9NO (the ωB97M-V functional and the def2-TZVPD basis)
C 0.805 -0.159 -2.354
C 0.404 -1.441 -2.683
H 1.356 0.561 -2.986
H 0.339 0.354 -1.506
H 0.113 -1.744 -3.699
H 0.186 -2.043 -1.844
N -1.309 0.394 2.377
C -0.250 0.644 1.524
O 1.076 0.211 1.729
H -1.810 -0.505 2.553
H -1.929 1.185 2.255
H -0.097 1.784 1.559
H -0.492 0.399 0.537
H 1.608 0.360 2.540
```

---

Entry R
Density functional theory data (the ωB97M-V functional and the def2-TZVPD basis) for a 2-piece molecular cluster, C3H9NO overall.

Computed properties:
Charge: 0
Orbital gap, eV: 10.17
SMILES: C=CCN.O

```
14
C3H9NO (the ωB97M-V functional and the def2-TZVPD basis)
N -1.441 -0.407 -0.829
C -0.400 0.669 -1.205
C 1.299 0.683 0.616
C 0.842 0.290 -0.553
H -2.271 -0.020 -0.398
H -1.773 -0.987 -1.588
H -0.830 1.620 -0.962
H -0.336 0.838 -2.296
H 2.206 0.592 1.171
H 0.708 1.166 1.454
H 1.568 -0.329 -1.098
H 0.477 -1.459 1.215
H -0.370 -1.622 2.405
O 0.323 -1.034 2.069
```

---

Entry S
Density functional theory data (the ωB97M-V functional and the def2-TZVPD basis) for a 2-piece molecular cluster, C3H9NO overall.

Computed properties:
Charge: 0
Orbital gap, eV: 10.69
SMILES: C=NCC.O

```
14
C3H9NO (the ωB97M-V functional and the def2-TZVPD basis)
C 0.313 0.563 1.687
C 1.051 0.244 0.358
C 0.582 -0.896 -1.706
N 0.197 -0.597 -0.554
H 0.232 1.626 1.844
H -0.593 -0.042 1.694
H 0.981 0.064 2.399
H 1.865 -0.467 0.457
H 1.247 1.182 -0.179
H 1.400 -0.499 -2.345
H 0.136 -1.789 -2.144
H -1.680 0.096 -0.540
H -3.190 0.042 -0.191
O -2.540 0.473 -0.780
```

---

Among the structures above, stability is smallest for entry Q.